{
  "formula": "C23H21FeI2N5O3S6",
  "method": "ωB97M-V/def2-TZVPD",
  "charge": -2,
  "homo_ha": [0.0106, -0.0632],
  "s2": 6.07,
  "relative_energy_kcal_mol": 66.0,
  "homo_lumo_gap_ev": [3.47, 5.34],
  "spin_multiplicity": 5,
  "species": ["Fe", "I", "C", "C", "C", "I", "C", "C", "C", "C", "N", "C", "C", "O", "H", "H", "H", "H", "S", "S", "S", "S", "N", "C", "C", "C", "C", "C", "C", "S", "O", "O", "N", "C", "S", "C", "C", "N", "H", "H", "H", "H", "H", "H", "H", "H", "C", "C", "C", "C", "C", "N", "H", "H", "H", "H", "H", "H", "H", "H", "H"],
  "xyz": [[-1.420, -0.288, -1.822], [-3.797, 2.753, -5.287], [-3.575, 2.938, -3.221], [-4.141, 4.016, -2.554], [-3.981, 4.137, -1.185], [-4.875, 5.794, -0.255], [-3.248, 3.202, -0.417], [-3.032, 3.240, 0.986], [-2.287, 2.195, 1.573], [-1.766, 1.186, 0.806], [-1.918, 1.136, -0.541], [-2.684, 2.120, -1.140], [-2.843, 1.949, -2.541], [-2.277, 0.929, -3.118], [-4.703, 4.757, -3.106], [-3.446, 4.040, 1.582], [-2.121, 2.175, 2.644], [-1.193, 0.380, 1.251], [-0.869, -1.762, -3.531], [-1.394, -3.605, -3.232], [-3.524, -3.171, -1.348], [-3.492, -1.217, -1.379], [3.339, 1.969, 4.108], [3.325, 1.201, 2.926], [2.131, 0.954, 2.257], [2.116, 0.175, 1.111], [3.294, -0.367, 0.616], [4.489, -0.120, 1.278], [4.506, 0.650, 2.428], [3.288, -1.373, -0.864], [3.291, -2.751, -0.416], [4.456, -0.940, -1.611], [1.908, -1.060, -1.520], [1.642, 0.161, -2.022], [2.851, 1.346, -2.485], [1.602, 2.481, -2.840], [0.397, 1.925, -2.621], [0.404, 0.624, -2.160], [2.554, 2.600, 4.171], [4.202, 2.472, 4.242], [1.206, 1.390, 2.622], [1.185, 0.002, 0.583], [5.409, -0.520, 0.871], [5.443, 0.839, 2.943], [1.811, 3.474, -3.200], [-0.548, 2.419, -2.775], [0.925, -3.051, 2.104], [-0.155, -3.482, 1.107], [0.361, -4.626, 0.223], [-1.438, -3.888, 1.842], [-0.476, -2.357, 0.212], [-0.719, -1.485, -0.485], [1.167, -3.906, 2.741], [0.574, -2.235, 2.739], [1.829, -2.742, 1.584], [0.544, -5.501, 0.853], [1.291, -4.333, -0.266], [-0.374, -4.880, -0.542], [-1.217, -4.741, 2.489], [-2.219, -4.166, 1.134], [-1.810, -3.068, 2.458]],
  "mulliken_spin": [0.147, 0.001, -0.023, 0.040, -0.044, 0.001, -0.107, 0.529, -0.088, 0.101, 0.237, 0.080, 0.105, 0.039, 0.012, 0.052, -0.001, 0.074, 0.630, 0.827, 0.762, 0.596, 0.000, 0.015, 0.030, 0.000, 0.008, -0.001, 0.000, -0.002, 0.000, 0.000, 0.023, -0.038, -0.001, 0.000, 0.003, 0.022, 0.000, 0.000, -0.028, -0.024, 0.000, 0.000, 0.000, -0.001, 0.000, 0.009, 0.024, 0.001, -0.001, -0.004, 0.000, -0.001, 0.000, 0.001, -0.003, -0.011, 0.001, 0.006, -0.001]
}